{"formula": "CH4FNP2", "method": "ωB97M-V/def2-TZVPD", "total_charge": 0, "e_homo_ev": [-5.83, -8.79], "multiplicity": 3, "homo_lumo_gap_ev": [6.5, 6.0], "symbols": ["P", "H", "H", "C", "F", "P", "H", "N", "H"], "positions_angstrom": [[-0.6223, -0.4210, 0.8224], [-1.1484, 1.6596, -0.5550], [-2.8244, 1.2254, 0.1482], [1.1478, -0.1407, 0.1542], [-1.1398, -1.9266, 0.4887], [-1.9031, 0.5592, -0.6365], [2.9605, -0.7813, -0.4738], [1.9712, -1.0528, -0.1998], [1.5586, 0.8783, 0.2518]]}


{"formula": "C5H5NO", "method": "ωB97M-V/def2-TZVPD", "total_charge": 0, "e_homo_ev": -8.53, "smiles": "[H]/N=C/C=C\\C=C=O", "homo_lumo_gap_ev": 8.9, "symbols": ["C", "C", "H", "C", "H", "H", "O", "N", "H", "C", "H", "C"], "positions_angstrom": [[-0.3360, -1.1499, -0.1947], [0.6472, 1.0994, 0.0549], [1.5242, 2.8150, 0.1617], [-1.7004, -0.7652, 0.0405], [1.6880, -0.6782, -0.4916], [-0.1795, -2.2058, -0.3545], [-2.7559, 1.4517, -0.1159], [1.6502, 1.8457, -0.1165], [-2.4235, -1.5389, 0.2559], [0.7036, -0.3033, -0.2508], [-0.3144, 1.4397, 0.4755], [-2.1733, 0.4512, -0.0235]]}


{"formula": "C6H36N2O10", "method": "ωB97M-V/def2-TZVPD", "total_charge": 1, "e_homo_ev": [-13.49, -13.49], "multiplicity": 2, "homo_lumo_gap_ev": [10.5, 5.2], "symbols": ["H", "H", "O", "H", "H", "O", "O", "H", "H", "H", "C", "H", "H", "H", "C", "H", "N", "H", "H", "H", "H", "H", "H", "N", "H", "H", "H", "H", "O", "H", "H", "C", "H", "C", "O", "C", "O", "H", "H", "H", "O", "H", "O", "H", "O", "H", "H", "H", "H", "H", "O", "H", "H", "C"], "positions_angstrom": [[0.6109, 2.1972, 1.1158], [-0.3301, -4.3142, -1.8120], [0.9520, 2.8804, -1.6629], [-1.0556, -1.7884, -4.6558], [-2.3927, -2.3952, 3.1754], [2.2168, -2.0052, -2.6881], [2.0078, 0.1568, 4.1714], [-0.7757, 0.4712, -1.4934], [0.9414, 2.1721, 2.8887], [1.2134, 0.2649, 3.6983], [-1.1759, -2.0528, 1.5444], [-1.2812, 3.3850, 0.2425], [1.5184, 3.2696, 1.5477], [-0.8144, 0.1088, -4.3257], [0.1851, -1.3273, -0.3363], [1.4784, -1.7422, -2.1327], [-0.8023, -1.4498, -2.6994], [0.0524, -4.0492, -0.2893], [-0.2183, 2.8862, 3.8204], [-1.8449, -2.7958, 0.9522], [-1.9055, -0.6136, 3.0373], [-0.2722, -2.5546, 1.7349], [2.0782, 1.0212, 4.5652], [-0.8801, -0.9791, 0.6129], [0.4756, -1.0681, -4.3255], [-3.5842, 0.2725, -1.6775], [2.9508, 1.9302, 0.3785], [0.1474, -2.4085, -0.5498], [1.4966, 2.2836, 1.5414], [2.3792, -0.6524, -0.4998], [-1.8806, -1.4820, -2.5598], [1.5807, -1.0050, 0.1935], [-0.7082, -1.7992, 3.6040], [-0.2120, -0.4863, -1.7114], [-3.2673, 0.3065, -0.7668], [-0.5895, -1.0065, -4.0333], [-0.4541, 3.8902, 0.4560], [-3.0619, 1.8983, -0.0604], [1.5266, -0.2819, 0.9365], [2.1099, -1.9075, 0.6821], [3.1700, 1.9169, -0.5681], [-2.5938, -0.3609, -0.5952], [0.1739, 2.0849, 3.5675], [1.6931, 2.4901, -1.3326], [-2.8133, 2.7954, -0.1315], [3.6123, 1.1397, -0.5686], [0.4008, 2.2960, -2.1417], [-3.2358, 3.2381, 0.5415], [0.7491, -0.1047, -2.1574], [0.2330, 3.8513, -0.3353], [-0.2109, -4.6717, -0.9249], [2.7870, -2.3128, -1.8497], [-0.8111, -0.0068, 0.9648], [-1.5694, -1.5852, 2.9119]]}


{"formula": "C8H16N2S2", "method": "ωB97M-V/def2-TZVPD", "total_charge": 0, "e_homo_ev": -6.30, "homo_lumo_gap_ev": 5.3, "symbols": ["C", "H", "H", "H", "H", "H", "H", "S", "H", "C", "H", "C", "H", "C", "H", "N", "H", "C", "H", "C", "S", "H", "H", "H", "H", "C", "C", "N"], "positions_angstrom": [[-0.1293, 3.3562, 0.5622], [2.1568, -3.8645, -2.7688], [-1.7430, -3.7873, -2.7454], [-1.5117, -3.7837, -0.9828], [0.8681, 4.5373, 2.0683], [1.2037, -1.5573, -2.4642], [-1.0568, 1.0916, 2.6197], [0.4798, 1.3473, -1.4477], [0.6316, 1.4225, 2.9927], [-0.1495, 4.1934, 1.8555], [-1.7012, 3.2763, 3.0647], [0.2416, -2.0768, -2.3674], [0.6691, 3.6683, -0.1235], [-1.0468, -4.0604, -1.9404], [-0.1519, 3.4254, 3.9203], [0.2199, -3.3515, -2.1216], [-0.7950, 5.0709, 1.7577], [0.2822, 0.9469, 0.1750], [-0.7024, -1.5212, -2.4411], [-0.6127, 3.2179, 2.9498], [0.3405, -0.6086, 0.8162], [1.2136, -5.1694, -1.9572], [-0.8364, -5.1340, -1.9606], [-1.0814, 3.4970, 0.0210], [1.9510, -3.8338, -1.0035], [1.4630, -4.1038, -1.9513], [-0.2410, 1.8072, 2.4425], [0.0381, 1.9941, 1.0299]]}


{"formula": "C20H20BCl2IrN9O2", "method": "ωB97M-V/def2-TZVPD", "total_charge": 2, "e_homo_ev": [-14.34, -14.34], "multiplicity": 2, "homo_lumo_gap_ev": [6.5, 3.9], "symbols": ["H", "H", "Cl", "B", "H", "N", "C", "H", "C", "Ir", "C", "H", "N", "C", "H", "H", "C", "H", "C", "H", "N", "H", "C", "C", "H", "Cl", "H", "H", "O", "N", "C", "N", "N", "C", "H", "C", "C", "H", "H", "C", "C", "H", "H", "O", "N", "H", "N", "C", "C", "N", "C", "C", "H", "C", "C"], "positions_angstrom": [[-0.7206, -3.2202, 0.6484], [-0.2539, 0.4963, -3.5973], [3.2903, 2.6823, -3.3950], [-1.5250, 1.2992, 0.7364], [-5.5985, 3.1114, 2.3119], [-0.1582, 1.8405, 1.1377], [-1.2488, -2.3267, 0.9235], [0.4649, -4.8341, -0.9447], [1.4511, -2.9413, -0.6796], [0.6618, -0.4004, -0.6825], [2.9581, -2.7404, 1.1995], [1.5739, -5.8275, 1.0323], [-1.6416, -0.1907, 1.0955], [1.1541, -4.2514, -0.3457], [4.3462, 0.7057, -4.0945], [-3.6554, 3.0901, 4.2623], [2.3588, -2.1870, 0.0688], [-4.3367, 2.0859, 0.1497], [1.9882, 1.9321, 0.7775], [2.6708, -1.1860, -0.2769], [-2.4250, 2.3123, 2.7845], [-0.3837, 3.6035, 2.2706], [0.2885, 2.9576, 1.7327], [-2.2834, 2.1902, -1.6911], [-2.2096, 2.3885, -3.8917], [5.1524, 0.9776, -1.9018], [0.0705, -2.6572, -2.2289], [-2.9861, -2.9766, 2.1231], [2.0375, 0.5653, -1.7913], [0.8450, -2.2043, -1.7486], [-4.5717, 2.7978, 2.2427], [0.8888, 1.2043, 0.5636], [-1.6046, 1.4231, -0.8266], [2.8143, 0.0851, -2.7259], [-3.0154, 2.9033, -1.3548], [2.6687, -4.0488, 1.5355], [1.6517, 3.0476, 1.5357], [-3.3917, -0.2797, 2.2686], [2.9425, 1.6237, 0.3818], [-3.5677, 2.7777, 3.2339], [-2.3977, -2.1924, 1.6808], [1.5528, -1.9561, -2.4868], [3.1503, -4.5016, 2.3908], [2.7543, -1.0276, -3.2182], [-2.6541, 2.0263, 1.4544], [3.6712, -2.1682, 1.7767], [-0.7285, 0.6756, -1.5545], [-1.8575, 1.9318, -2.9837], [-3.9184, 2.2898, 1.1206], [-0.7863, -1.1126, 0.5763], [1.7789, -4.7998, 0.7634], [3.9071, 1.0492, -3.1650], [2.3139, 3.8136, 1.8975], [-0.8723, 0.9699, -2.8523], [-2.6140, -0.8269, 1.7604]]}


{"formula": "C18H45F4K3N2O20P3S4", "method": "ωB97M-V/def2-TZVPD", "total_charge": 1, "e_homo_ev": -11.86, "homo_lumo_gap_ev": 7.5, "symbols": ["C", "C", "H", "H", "H", "F", "F", "O", "H", "H", "P", "H", "H", "C", "H", "O", "O", "H", "H", "H", "H", "O", "H", "N", "C", "C", "C", "H", "H", "C", "H", "O", "H", "O", "H", "O", "O", "H", "C", "H", "O", "H", "O", "C", "H", "C", "P", "C", "H", "H", "P", "C", "H", "O", "H", "O", "O", "S", "H", "H", "O", "N", "H", "H", "H", "O", "H", "C", "H", "C", "K", "K", "H", "H", "H", "C", "C", "F", "C", "O", "O", "H", "O", "H", "H", "S", "H", "O", "F", "O", "C", "H", "H", "H", "S", "K", "S", "H", "H"], "positions_angstrom": [[-2.2663, 19.4037, 3.9904], [-3.9363, 20.8726, 8.5536], [5.0409, 19.2281, 4.1127], [-5.6325, 10.6767, 2.6651], [3.7967, 20.9249, 2.5580], [4.8159, 17.0732, 4.9759], [5.4835, 12.6759, 8.8508], [6.6819, 21.5488, 6.6822], [0.2023, 12.6100, 2.4241], [-4.9296, 20.9332, 8.1106], [-3.4427, 20.6341, 5.9245], [-3.7624, 20.0106, 9.1922], [-2.9596, 15.2371, -1.8537], [-2.2313, 23.0022, 5.6734], [3.9843, 24.4943, 3.9090], [-1.0270, 11.9240, 0.9478], [0.4818, 15.8204, 4.7217], [-6.6337, 10.5663, 1.2569], [-2.0039, 17.3987, 4.6715], [7.2818, 24.3373, 7.0206], [-2.3579, 11.0933, 3.2236], [2.2686, 10.2796, 8.2382], [-1.6081, 13.9764, -2.1287], [3.1707, 12.6250, 8.0599], [3.6286, 20.7170, 3.6112], [-4.8662, 11.5050, 0.8008], [-1.2796, 11.1886, 3.3088], [5.2725, 25.1811, 4.8449], [-1.2522, 22.7446, 5.2526], [7.1500, 23.7024, 7.8963], [-3.2368, 24.8928, 5.6496], [4.6912, 20.3230, 5.8253], [4.1915, 24.3988, 6.9581], [4.2381, 11.0459, 9.9257], [-2.7395, 24.3592, 3.9832], [-4.7757, 20.0865, 5.6569], [4.8357, 22.8340, 5.6257], [6.1257, 23.7889, 8.2506], [-0.8258, 12.2653, 2.3184], [-4.4891, 22.2647, 10.0975], [-3.0289, 20.7871, 7.4414], [-2.7244, 22.0550, 9.8950], [-3.2727, 22.1129, 5.2977], [-3.6791, 22.1335, 9.3796], [-3.2414, 19.5520, 3.5279], [-2.4951, 24.3750, 5.0411], [5.0883, 21.6200, 6.6503], [-1.7619, 17.9853, 3.7864], [-2.0972, 15.7656, 0.2931], [-1.4484, 13.1326, 2.5698], [-2.3788, 12.2097, 0.1705], [-5.6002, 10.4552, 1.5991], [-2.1522, 23.0379, 6.7583], [-2.4903, 11.7393, -1.2101], [-1.5630, 24.9402, 5.1253], [-3.4872, 11.5962, 1.1481], [-2.2052, 19.7808, 5.3768], [3.3412, 16.8351, 4.4098], [3.3516, 21.6801, 4.0537], [-5.0189, 11.3960, -0.2733], [2.5197, 17.7422, 5.1316], [3.1663, 15.4051, 4.9262], [7.3894, 21.7254, 8.6244], [5.7772, 20.7624, 4.1549], [-3.7276, 23.0237, 8.7506], [-2.6879, 13.8009, 0.3696], [-0.9050, 11.4292, 4.3028], [7.4738, 22.2173, 7.6495], [3.5373, 25.8081, 4.9235], [4.2090, 24.9505, 4.8765], [4.4308, 16.1100, 0.6025], [2.8852, 15.3198, 7.6497], [2.7565, 20.0933, 3.8036], [-1.5883, 20.0956, 3.4802], [-0.6960, 17.9221, 3.5772], [-1.7980, 14.8082, -0.1337], [3.9724, 23.9417, 5.9977], [1.2997, 11.9657, 6.8943], [4.8426, 20.2581, 4.4123], [4.4685, 21.8464, 7.9491], [0.9627, 12.0718, 9.2318], [2.9516, 23.5638, 5.9382], [3.4741, 16.9997, 2.9788], [-5.3492, 12.4481, 1.0806], [8.5137, 22.0413, 7.3734], [4.0113, 12.3771, 9.4616], [7.8295, 24.0332, 8.6812], [1.6232, 14.9194, 2.7044], [1.5418, 13.6929, 4.6605], [3.9390, 13.4052, 10.4664], [-1.9485, 14.8923, -1.6581], [-0.8976, 10.1912, 3.0747], [-5.2854, 9.4292, 1.4170], [-2.2770, 17.5784, 2.9146], [2.0090, 11.6864, 8.3092], [4.4765, 12.8209, 5.5308], [1.6193, 15.1818, 4.1151], [-1.2897, 15.6920, -2.0195], [-0.7833, 14.5873, 0.2128]]}


{"formula": "C5HNS5", "method": "ωB97M-V/def2-TZVPD", "total_charge": 0, "e_homo_ev": [-8.76, -8.73], "homo_lumo_gap_ev": [6.9, 5.7], "symbols": ["C", "C", "S", "C", "S", "C", "C", "S", "S", "S", "N", "H"], "positions_angstrom": [[0.1568, 0.4925, 0.7013], [2.5177, 0.4223, -0.0153], [2.1237, -1.1817, 0.5250], [-2.2552, 0.4115, -0.2005], [-1.4028, 1.3052, 0.9828], [0.3973, -0.8337, 0.6595], [-1.6847, -0.3887, -1.1168], [-0.7125, -2.0832, 0.9817], [1.3859, 1.6264, 0.1686], [4.0390, 0.7589, -0.6595], [-1.1830, -0.9373, -1.9941], [-3.3823, 0.4077, -0.0327]]}


{"formula": "C6H7N4", "method": "ωB97M-V/def2-TZVPD", "total_charge": 1, "e_homo_ev": [-10.94, -15.09], "multiplicity": 3, "homo_lumo_gap_ev": [7.2, 7.5], "symbols": ["C", "N", "H", "C", "H", "C", "N", "C", "H", "H", "C", "N", "H", "N", "H", "C", "H"], "positions_angstrom": [[1.4781, 0.2063, -0.3396], [2.5816, -0.1834, 0.6066], [1.6278, 0.1698, -1.4357], [2.3920, 1.0198, 0.4088], [-0.9899, -1.2836, -1.4228], [-0.2755, -2.5387, 0.1869], [0.0220, 0.0104, 0.0863], [-2.0538, 1.3987, 0.3596], [0.3392, -3.4452, -0.0147], [-0.0317, 0.0771, 1.1752], [-0.8277, 1.1461, -0.4105], [-1.0936, 2.2459, 0.4998], [2.3874, 2.0022, 0.9511], [-1.2808, -2.0422, 0.7952], [-0.6366, 1.5217, -1.4666], [-0.6531, -1.2718, -0.3277], [-2.9854, 0.9668, 0.3480]]}


no.,energy (Ha),maximum force (hartree/bohr)
1,-877.6502,0.07615
2,-323.4507,0.03432
3,-1111.6483,0.09845
4,-1220.2353,0.02922
5,-2466.5284,0.03928
6,-7143.3624,0.18340
7,-2236.7018,0.08402
8,-451.1808,0.07307